Record 1
DFT (the ωB97M-V functional and the def2-TZVPD basis) results for the molecule C6H10N2O in a non-equilibrium geometry.

- LUMO (eV) = -0.7
- total charge = 0
- largest force on an atom (Eh/bohr) = 0.0210
- ΔE to the lowest compared entry with this formula, charge and spin (kcal per mole) = 55.0
- E_HOMO (Ha) = -0.336
- DFT total energy (Ha) = -419.29880
- orbital gap (eV) = 8.4

The geometry in XYZ format:
```
19
Properties=species:S:1:pos:R:3:forces:R:3
C -0.683 -0.680 0.736 0.3828 0.6652 -0.3353
C 0.104 0.722 -0.245 -0.3163 -0.4676 0.1885
C -2.154 -0.608 0.364 0.1471 -0.0330 0.0248
C -0.140 0.371 -1.705 0.0331 0.0060 0.0585
C 1.436 0.558 0.246 -0.1844 -1.0549 -0.1481
O -0.056 -1.781 0.397 0.6160 0.0782 -0.1274
N 2.056 -0.586 0.017 -0.1711 0.5554 0.0684
C 1.974 1.515 1.172 0.4560 0.6121 0.5346
N 2.419 2.301 1.888 -0.2257 -0.3732 -0.3210
H 1.182 -1.421 0.097 -0.7593 -0.0571 0.0791
H -0.509 -0.327 1.767 -0.0430 -0.0289 -0.0344
H -0.363 1.648 0.077 0.0531 0.0171 -0.0100
H 2.905 -0.740 0.550 -0.0288 0.0955 -0.0040
H -2.309 -0.909 -0.670 0.0226 0.0077 0.0064
H -2.687 -1.316 1.003 0.0122 0.0350 -0.0309
H -2.567 0.388 0.531 0.0238 -0.0248 -0.0010
H 0.543 0.929 -2.349 -0.0317 -0.0290 0.0067
H 0.008 -0.694 -1.885 -0.0015 0.0061 0.0269
H -1.158 0.631 -1.990 0.0151 -0.0099 0.0182
```
Forces are in eV/Å.

Record 2
DFT (the ωB97M-V functional and the def2-TZVPD basis) results for C29H45FIrP2 as an isolated structure in a non-equilibrium geometry.

- LUMO (spin up / spin down) (eV) = -2.0 / -5.3
- total charge = +1
- largest force on an atom (Eh/bohr) = 0.0530
- ΔE to the lowest compared entry with this formula, charge and spin (kcal per mole) = 0.0
- E_HOMO (spin up / spin down) (Ha) = -0.354 / -0.401
- spin multiplicity = 5
- expectation value of S² = 6.014
- DFT total energy (Ha) = -2018.47673
- orbital gap (spin up / spin down) (eV) = 7.7 / 5.6

The geometry in XYZ format:
```
78
Properties=species:S:1:pos:R:3:forces:R:3
Ir 0.395 -0.136 -0.939 0.9412 2.1677 -0.6086
C -1.409 -0.445 1.352 0.6566 -0.0283 0.4822
C -0.930 -1.240 0.221 1.0209 -1.7902 1.7800
C 0.767 -0.960 1.848 0.2652 -0.4214 -0.2885
C -0.375 -0.289 2.283 -0.8849 0.1872 -0.0655
C 0.522 -1.561 0.533 -2.3371 -0.0013 1.1614
C -2.806 -0.019 1.556 -0.5021 0.4571 -0.0117
H -3.383 -0.089 0.629 -0.0210 0.0408 0.2206
H -2.841 1.023 1.910 -0.1416 -0.2512 -0.0935
H -3.313 -0.632 2.319 0.1400 0.1373 -0.2280
C -0.501 0.438 3.585 0.1469 0.1065 -0.0218
H -1.303 1.177 3.542 0.0548 -0.0442 0.0605
H 0.431 0.957 3.834 -0.1273 -0.0730 -0.0199
H -0.724 -0.245 4.414 0.0328 0.0515 -0.1541
C 2.023 -1.094 2.615 0.4756 -0.0072 0.0425
H 1.875 -1.665 3.546 0.0064 0.1524 -0.2181
H 2.423 -0.107 2.899 -0.1040 -0.2067 -0.0572
H 2.788 -1.604 2.020 -0.0842 0.0960 0.1981
C 1.191 -2.818 0.098 0.5723 -0.1412 -0.2747
H 1.096 -3.587 0.877 0.0071 0.1214 -0.1848
H 2.263 -2.629 -0.061 -0.1926 -0.2416 -0.0077
H 0.764 -3.199 -0.834 0.1144 -0.0207 0.1646
C -1.822 -2.208 -0.484 -0.2576 0.1250 -0.3829
H -2.025 -3.077 0.162 0.0738 0.2193 -0.1361
H -1.366 -2.564 -1.416 -0.1926 -0.0425 0.2022
H -2.783 -1.733 -0.722 0.1695 -0.2170 -0.0433
C -0.526 1.888 -1.648 -1.3432 0.3473 0.2090
C -1.677 1.116 -1.781 1.1773 0.6183 0.7062
C -2.111 0.351 -2.971 -0.4684 -0.8785 -0.6300
C -1.104 -0.656 -3.605 -1.3234 -0.3988 -0.3708
C 0.219 -0.917 -2.978 1.4681 0.2222 -0.4694
C 1.371 -0.074 -2.869 -0.7151 -0.8190 -0.8260
C 1.521 1.377 -3.173 0.4789 1.0508 -0.1115
C 0.383 2.335 -2.766 0.2818 0.6424 -0.3263
H -2.477 1.022 -3.770 0.2613 -0.0005 0.3582
H -0.978 -0.383 -4.667 0.2342 -0.1942 0.5625
H -2.994 -0.233 -2.667 0.2481 0.2053 -0.1380
H -0.223 2.624 -3.651 0.2599 -0.3751 0.8501
H -0.515 2.576 -0.795 -0.0515 -0.5013 -0.2113
H -2.428 1.197 -0.983 0.5290 -0.0749 -0.1681
H 0.863 3.270 -2.445 -0.1112 -0.2573 0.0737
H 2.449 1.735 -2.697 -0.3427 -0.2638 0.0451
H 2.315 -0.631 -2.909 -0.2948 0.1879 0.3835
H 1.727 1.522 -4.241 -0.1073 -0.1580 0.2908
H -1.625 -1.625 -3.656 0.1289 0.2176 0.1964
H 0.511 -1.970 -3.068 -0.0882 0.2317 0.2938
P -0.503 1.576 -5.670 0.2811 0.7250 -1.5421
C -0.595 3.344 -6.171 -0.2693 0.0043 0.1017
C -1.606 0.951 -7.004 -0.1128 0.0264 0.0781
P 1.817 -0.404 -5.828 0.2703 0.5664 -2.0470
C 1.135 1.227 -6.467 -0.2598 -0.1270 0.3634
C 1.173 -1.400 -7.247 -0.0051 -0.3227 0.2365
C 3.450 -0.123 -6.631 0.2140 -0.2718 0.2805
H 0.260 3.908 -5.781 -0.2340 -0.0455 -0.0399
H -1.529 3.758 -5.772 0.2159 0.1788 -0.2236
H -0.599 3.377 -7.268 0.0338 0.3139 0.2598
H -1.359 1.501 -7.920 -0.2236 -0.3082 0.0257
H -2.634 1.184 -6.699 0.0837 -0.1248 -0.2590
H -1.515 -0.127 -7.174 -0.0652 0.2406 0.0652
H 3.286 0.177 -7.674 0.2017 -0.0748 0.2251
H 4.008 -1.065 -6.588 0.1610 0.2381 -0.1323
H 4.004 0.658 -6.101 0.0351 -0.1529 -0.1101
H 1.844 2.050 -6.241 -0.3702 -0.4195 -0.0669
H 0.987 1.175 -7.562 0.2869 0.0936 0.3945
H 1.786 -2.307 -7.294 -0.2571 0.0064 -0.1247
H 1.300 -0.827 -8.174 -0.0975 -0.2809 0.1546
H 0.124 -1.679 -7.111 0.1909 -0.0467 -0.0961
F 4.757 3.270 1.946 -0.7510 -0.5929 -0.6031
C 3.795 2.561 1.269 0.4690 0.4673 0.5053
C 4.188 1.523 0.436 -0.1228 0.1658 0.0028
C 3.191 0.818 -0.238 0.2161 -0.0463 0.1869
C 1.854 1.128 -0.047 -0.6467 -0.4751 -0.1465
C 1.486 2.167 0.796 0.1232 0.2900 0.2852
C 2.464 2.911 1.465 -0.1509 -0.1189 -0.0736
H 5.239 1.278 0.309 -0.1481 0.1090 0.0779
H 3.460 -0.002 -0.900 0.1456 0.1097 0.0907
H 0.425 2.394 0.951 0.4836 -0.0014 0.1042
H 2.185 3.739 2.123 0.2484 -0.3037 -0.2065
```
Forces are in eV/Å.

Record 3
DFT (the ωB97M-V functional and the def2-TZVPD basis) results for C19H24N3O4PbS2 as an isolated structure in a non-equilibrium geometry.

- LUMO (eV) = -5.4
- total charge = +1
- largest force on an atom (Eh/bohr) = 0.0269
- ΔE to the lowest compared entry with this formula, charge and spin (kcal per mole) = 73.3
- E_HOMO (Ha) = -0.435
- DFT total energy (Ha) = -2192.59030
- orbital gap (eV) = 6.5

The geometry in XYZ format:
```
53
Properties=species:S:1:pos:R:3:forces:R:3
Pb 1.231 0.217 -0.035 0.1614 -0.9090 1.0274
O 2.885 1.513 3.111 0.0384 0.0436 -0.0577
S 2.535 0.259 2.506 -0.0429 0.0213 -0.1968
O 2.757 -0.946 3.231 -0.0295 -0.0044 0.0534
O 1.013 0.344 2.065 -0.0559 0.1108 0.0018
O 3.152 0.169 1.085 -0.0121 -0.2232 0.1310
C 2.441 2.358 -2.026 0.0099 -0.0104 -0.0808
N 2.256 2.315 -0.559 -0.0193 -0.0388 -0.3648
C 3.570 2.595 0.077 0.0459 0.0098 0.0665
C 1.303 3.338 -0.093 -0.1010 0.0830 -0.0758
C -0.088 3.071 -0.630 0.1296 0.1188 0.0176
N -0.591 1.749 -0.221 -0.1076 -0.0690 -0.1543
C -1.604 1.317 -1.211 0.0181 -0.0394 0.0046
C -1.192 1.832 1.132 -0.0543 -0.0253 0.0404
H 2.795 3.346 -2.334 -0.0150 -0.0045 0.0115
H 1.516 2.137 -2.557 0.0278 -0.0272 0.0058
H 3.191 1.619 -2.304 0.0031 0.0115 -0.0197
H 3.884 3.589 -0.257 0.0029 -0.0013 0.0002
H 4.298 1.854 -0.234 -0.0040 0.0004 0.0136
H 3.477 2.566 1.160 0.0195 0.0164 -0.0503
H 1.633 4.319 -0.448 0.0171 0.0058 0.0375
H 1.346 3.344 0.998 -0.0954 -0.0265 -0.0095
H -0.079 3.106 -1.718 -0.0137 0.0564 0.0208
H -0.790 3.838 -0.294 0.0648 0.0389 0.0588
H -2.419 2.044 -1.230 -0.0039 -0.0043 -0.0229
H -2.004 0.347 -0.944 -0.0146 -0.0430 0.0391
H -1.149 1.269 -2.200 -0.0140 -0.0259 -0.0086
H -2.095 2.446 1.071 -0.0035 -0.0321 0.0070
H -0.483 2.268 1.829 -0.0071 0.0051 -0.0009
H -1.428 0.831 1.480 0.0484 0.0717 -0.0182
S -2.242 -3.412 -1.219 -0.0047 0.0348 0.0521
C -3.464 -2.440 -0.477 -0.1559 -0.0136 -0.0222
C -4.847 -2.520 -0.635 0.0431 0.0113 0.0045
C -5.630 -1.656 0.101 0.0111 0.0270 0.0249
C -5.051 -0.740 0.990 -0.0295 -0.0275 -0.0292
C -3.684 -0.660 1.141 -0.0427 0.0084 0.0021
C -2.872 -1.510 0.386 0.0797 0.0026 -0.0399
N -1.479 -1.555 0.419 -0.0382 0.0093 -0.0373
C -1.049 -2.517 -0.331 0.0944 -0.0169 0.0282
C 0.362 -2.931 -0.379 -0.2096 0.1422 0.0576
C 0.675 -4.291 -0.418 0.0930 -0.1066 0.0016
C 1.987 -4.738 -0.359 -0.0128 0.1687 0.0083
C 3.025 -3.827 -0.243 -0.1383 -0.0329 -0.0165
C 2.751 -2.463 -0.203 0.0907 0.2107 0.0692
C 1.433 -2.067 -0.253 0.2742 0.5207 -0.5932
H -5.292 -3.243 -1.305 -0.0023 -0.0007 0.0010
H -6.706 -1.699 0.004 -0.0010 0.0024 0.0041
H -5.690 -0.095 1.578 -0.0066 -0.0059 -0.0033
H -3.251 0.026 1.855 -0.0114 -0.0376 0.0164
H -0.135 -5.010 -0.449 -0.0050 0.0334 -0.0146
H 2.191 -5.799 -0.385 0.0049 0.0006 0.0017
H 4.053 -4.157 -0.181 0.0040 -0.0072 -0.0022
H 3.554 -1.748 -0.086 -0.0302 -0.0320 0.0102
```
Forces are in eV/Å.

Record 4
DFT (the ωB97M-V functional and the def2-TZVPD basis) results for a 2-piece molecular cluster, C2Cl2F2O overall in a non-equilibrium geometry.

- LUMO (eV) = 0.0
- total charge = 0
- largest force on an atom (Eh/bohr) = 0.0872
- ΔE to the lowest compared entry with this formula, charge and spin (kcal per mole) = 35.8
- E_HOMO (Ha) = -0.370
- DFT total energy (Ha) = -1271.50065
- orbital gap (eV) = 10.0

The geometry in XYZ format:
```
7
Properties=species:S:1:pos:R:3:forces:R:3
C 1.108 -0.056 0.430 -2.5643 -1.0468 2.4786
C -0.876 0.051 -0.287 4.0648 0.6121 -0.2210
O 1.248 -0.543 1.539 -0.1146 1.8062 -4.1037
F -0.929 -0.972 -1.092 -0.2283 -1.2557 -0.4254
F -1.150 1.114 -1.057 0.1949 0.0120 1.1195
Cl 2.326 0.541 -0.675 -0.3644 -0.2815 0.4387
Cl -1.728 -0.136 1.142 -0.9881 0.1537 0.7134
```
Forces are in eV/Å.

Record 5
DFT (the ωB97M-V functional and the def2-TZVPD basis) results for the molecule C6H16N2 in a non-equilibrium geometry.

- LUMO (eV) = 1.1
- total charge = 0
- largest force on an atom (Eh/bohr) = 0.0678
- ΔE to the lowest compared entry with this formula, charge and spin (kcal per mole) = 54.4
- structure (SMILES) = CCCNCCNC
- E_HOMO (Ha) = -0.299
- DFT total energy (Ha) = -347.63819
- orbital gap (eV) = 9.2

The geometry in XYZ format:
```
24
Properties=species:S:1:pos:R:3:forces:R:3
C 2.821 -0.074 -1.423 -2.3447 1.4450 -2.1412
C 2.049 1.144 -0.839 -0.9809 -1.1646 2.0409
C 1.874 1.110 0.748 -1.1164 -2.0441 -1.0599
N 0.561 0.599 1.230 1.1220 0.5468 -1.1728
C -0.154 -0.337 0.391 -1.2787 -0.8019 0.6782
C -1.533 0.187 -0.050 -0.1960 -1.3477 0.6932
N -2.372 -0.951 -0.566 -0.3404 2.1561 -0.1171
C -3.092 -1.601 0.537 0.4148 0.2448 0.6929
H 3.826 0.072 -1.064 0.5480 -0.6707 -0.3842
H 2.343 -1.040 -1.192 0.5471 0.3746 0.2480
H 2.645 0.077 -2.585 1.1619 -0.5653 2.1408
H 0.991 1.196 -1.170 0.8285 0.2684 -0.4768
H 2.618 2.027 -1.066 -0.0663 0.5276 -0.3888
H 1.892 2.105 1.114 0.9436 0.7460 0.6429
H 2.516 0.343 1.199 1.0346 0.9967 -0.1582
H 0.039 1.324 1.689 -0.5696 -0.0998 -0.4081
H -0.211 -1.249 1.009 -0.8923 -0.0016 -0.2489
H 0.264 -0.769 -0.522 0.9193 0.8552 0.0668
H -1.448 0.978 -0.801 0.1309 -0.1580 0.0243
H -2.017 0.598 0.844 -0.0690 0.3600 -0.0840
H -3.025 -0.467 -1.210 0.2801 -0.9190 0.5283
H -3.052 -2.657 0.362 -0.2515 -0.6574 0.1868
H -4.108 -1.298 0.804 -0.3221 0.2098 -0.8985
H -2.616 -1.382 1.506 0.4970 -0.3008 -0.4047
```
Forces are in eV/Å.

- Among the records above, which one has the lowest DFT total energy?
  C19H24N3O4PbS2